DFT (the ωB97M-V functional and the def2-TZVPD basis) results for C27H29BrN4O2SSe2SiW as an isolated structure.

XYZ file:
```
68
Properties=species:S:1:pos:R:3:forces:R:3
W -0.8712 0.8727 -0.3105 0.267 -0.297 0.244
Br -0.9160 -4.6393 4.9766 -0.003 -0.013 0.014
C -0.7108 -3.0408 4.0179 0.050 0.036 -0.020
C -1.7492 -2.5788 3.2185 0.031 0.037 -0.018
C -1.5928 -1.4074 2.4983 -0.124 -0.037 0.011
C -0.4107 -0.6869 2.5988 -0.017 -0.098 -0.020
C 0.6339 -1.1609 3.3814 0.089 0.011 0.028
C 0.4858 -2.3391 4.0931 -0.074 -0.047 0.001
N -0.2755 0.5533 1.8857 0.114 0.212 -0.260
C 0.2644 1.5286 2.5046 0.018 0.106 0.072
C 0.3645 2.8147 1.8360 -0.007 -0.051 0.034
C 0.8630 3.9403 2.4605 -0.002 0.002 0.005
C 0.8172 5.1520 1.7835 -0.014 0.002 -0.024
C 0.2534 5.1820 0.5211 0.005 0.001 0.017
C -0.2214 4.0070 -0.0437 0.003 0.002 0.055
N -0.1516 2.8362 0.5944 -0.061 0.158 -0.124
H -2.6703 -3.1412 3.1498 0.005 -0.009 0.012
H -2.3930 -1.0601 1.8569 0.094 0.002 0.043
H 1.5843 -0.6410 3.4168 -0.036 0.019 -0.015
H 1.3006 -2.7172 4.6941 -0.004 -0.007 0.000
H 0.5788 1.4383 3.5408 -0.004 -0.016 -0.022
H 1.2660 3.8661 3.4613 -0.001 0.002 0.000
H 1.2005 6.0532 2.2421 -0.002 0.002 -0.002
H 0.1722 6.1037 -0.0370 0.001 0.001 0.000
H -0.6744 3.9989 -1.0244 0.002 0.001 -0.004
C 0.1813 -1.0438 -8.0530 -0.004 0.001 0.004
C -0.3390 -0.4711 -6.7696 0.006 -0.002 -0.019
C -0.1157 -1.1222 -5.5543 0.007 -0.016 0.013
C -0.6230 -0.6193 -4.3722 -0.010 0.024 -0.039
C -1.3651 0.5595 -4.4166 0.073 -0.055 -0.017
C -1.6092 1.2335 -5.6128 0.019 -0.031 -0.017
C -1.0883 0.7090 -6.7791 -0.008 0.016 0.010
S -1.9719 1.2453 -2.9607 -0.082 -0.026 0.202
O -2.1842 0.1563 -1.9462 -0.130 0.233 -0.333
O -3.0492 2.1339 -3.2100 0.032 -0.043 -0.040
N -0.7753 2.0014 -2.1135 0.088 -0.250 0.086
C 0.5974 1.8767 -2.3795 0.192 0.097 -0.051
C 1.3222 2.1556 -3.5257 -0.196 0.094 -0.080
C 2.6842 1.9163 -3.4836 0.068 -0.027 0.049
C 3.2796 1.4170 -2.3262 -0.004 0.035 -0.059
C 2.4855 1.1709 -1.2286 0.010 0.128 0.139
N 1.1734 1.4215 -1.2657 -0.136 -0.349 0.040
H 0.9659 -1.7766 -7.8769 0.001 0.002 -0.001
H 0.5686 -0.2610 -8.7041 0.000 0.001 -0.001
H -0.6281 -1.5419 -8.5907 0.000 -0.001 0.001
H 0.4505 -2.0446 -5.5412 0.001 0.001 -0.004
H -0.4706 -1.1405 -3.4362 -0.010 0.007 0.005
H -2.2066 2.1352 -5.6210 -0.005 0.002 0.005
H -1.2755 1.2131 -7.7186 0.000 -0.001 -0.001
H 0.8355 2.5359 -4.4131 0.003 -0.012 0.011
H 3.2887 2.1172 -4.3580 0.003 0.000 0.000
H 4.3398 1.2164 -2.2823 0.002 0.007 -0.005
H 2.8822 0.7704 -0.3047 -0.010 -0.021 -0.006
C -5.1889 -0.8623 1.8526 0.022 -0.175 -0.054
Si -4.9942 0.9647 1.7935 0.140 -0.056 -0.097
C -4.6523 1.7512 3.4213 0.016 0.036 0.143
C -6.2215 1.8266 0.7310 -0.090 0.080 -0.091
Se -2.9739 1.5335 0.5682 0.034 0.140 0.128
H -6.2027 -1.0610 2.2138 0.002 -0.045 0.010
H -4.4921 -1.3320 2.5474 -0.049 -0.013 -0.025
H -5.0942 -1.3199 0.8661 0.002 -0.007 0.050
H -5.5051 1.5808 4.0852 0.003 0.016 0.006
H -4.5123 2.8274 3.3191 0.012 0.001 0.027
H -3.7702 1.3173 3.8949 -0.010 0.008 0.020
H -7.2244 1.5011 1.0208 -0.015 0.030 0.004
H -6.0823 1.5847 -0.3232 -0.038 -0.011 0.004
H -6.1654 2.9085 0.8529 -0.004 0.001 -0.032
Se -0.0711 -1.2366 -0.4536 -0.265 0.163 -0.008
```
Forces are in eV/Å.

As for the HOMO-LUMO gap: 6.236 eV. For the HOMO energy, the calculation gives -13.56 eV. For the largest force on an atom, the calculation gives 0.47 eV/A. The value obtained for the total energy is -259786.928 eV. The energy above the lowest of the compared OMol25 structures with the same formula, charge and spin is 1.0491 eV. As for the total charge: +2.

DFT (the ωB97M-V functional and the def2-TZVPD basis) results for C27H29CdN9O5PS4 as an isolated structure.

XYZ file:
```
76
Properties=species:S:1:pos:R:3:forces:R:3
Cd -0.1557 -0.0939 0.2337 -0.143 -0.036 -0.034
C -3.6751 -4.6825 0.5960 -0.019 -0.018 -0.008
C -4.0006 -3.3604 -0.0647 -0.008 0.067 -0.066
O -4.3079 -2.3684 0.9240 -0.012 -0.128 0.145
P -3.2471 -1.1822 1.2247 0.028 -0.103 0.025
S -3.9679 -0.0851 2.6617 -0.057 0.041 0.005
S -1.4233 -1.9993 1.4572 -0.040 0.062 -0.098
O -3.1602 -0.4280 -0.1946 0.097 0.096 -0.004
C -4.1335 0.5351 -0.6205 -0.047 -0.026 0.010
C -5.1918 -0.1328 -1.4752 -0.024 0.007 0.028
H -3.5688 -5.4624 -0.1620 0.015 0.007 -0.005
H -4.4758 -4.9676 1.2803 -0.007 -0.005 0.000
H -2.7439 -4.6076 1.1550 0.001 0.020 0.015
H -4.8924 -3.4500 -0.6903 0.006 0.012 -0.011
H -3.1772 -3.0190 -0.6962 0.011 -0.041 0.006
H -3.5803 1.2837 -1.1840 0.023 0.011 -0.042
H -4.5673 1.0200 0.2564 -0.002 -0.027 -0.003
H -4.7401 -0.5804 -2.3616 0.003 -0.015 0.001
H -5.9325 0.6038 -1.7943 0.017 0.017 -0.018
H -5.7041 -0.9122 -0.9091 -0.007 0.011 0.007
N 4.7830 -5.3247 -2.3192 0.017 -0.017 -0.019
C 4.3417 -4.3544 -1.4000 -0.004 0.016 0.021
C 5.2295 -3.7976 -0.4825 -0.009 -0.002 -0.001
C 4.8042 -2.8060 0.3880 0.014 0.010 0.026
C 3.4900 -2.3762 0.3572 -0.018 0.014 -0.009
C 2.5988 -2.9173 -0.5593 0.001 0.013 -0.023
C 3.0257 -3.8974 -1.4367 0.002 -0.002 0.007
S 2.9222 -1.1228 1.4771 0.025 -0.044 0.010
O 1.9114 -1.7278 2.3118 -0.009 -0.010 -0.011
O 4.0882 -0.5788 2.1341 0.001 0.006 -0.018
N 2.1468 -0.0446 0.5809 -0.041 -0.033 0.072
C 2.7964 0.7385 -0.3196 0.007 0.035 -0.052
N 4.0561 0.4768 -0.7087 0.031 0.008 0.009
C 4.5672 1.2834 -1.6259 -0.005 -0.010 0.002
C 3.8767 2.3459 -2.1825 -0.002 0.021 -0.012
C 2.5855 2.5365 -1.7070 0.018 -0.010 -0.001
N 2.0482 1.7621 -0.7850 0.013 -0.029 -0.013
H 5.5300 -5.9019 -1.9647 -0.004 0.001 0.003
H 4.0343 -5.8934 -2.6842 0.000 0.002 0.001
H 6.2620 -4.1303 -0.4651 0.001 -0.006 -0.004
H 5.4883 -2.3454 1.0880 -0.001 0.001 0.001
H 1.5803 -2.5531 -0.6195 -0.009 0.003 0.005
H 2.3320 -4.3000 -2.1663 -0.001 -0.006 -0.002
H 5.5846 1.0602 -1.9378 0.005 -0.004 0.003
H 4.3118 2.9825 -2.9391 -0.003 0.001 -0.001
H 1.9545 3.3400 -2.0776 0.001 0.008 0.004
N -0.4423 -0.4868 7.1063 0.012 0.011 -0.013
C -0.1336 0.0146 6.1184 -0.015 -0.033 0.076
C 0.2795 0.6789 4.9156 -0.010 0.008 -0.059
C 1.3293 1.5923 4.9498 -0.009 0.003 -0.008
C 1.6918 2.2268 3.7792 -0.002 0.001 -0.022
C 1.0013 1.9141 2.6177 0.010 0.002 0.031
N 0.0101 1.0273 2.5828 0.002 -0.010 -0.064
C -0.3541 0.4167 3.7018 0.043 0.021 0.004
H 1.8461 1.7897 5.8798 -0.006 -0.005 0.006
H 2.5065 2.9362 3.7519 0.000 0.000 0.004
H 1.2581 2.3736 1.6691 -0.001 0.003 -0.009
H -1.1621 -0.3009 3.6188 0.004 -0.002 0.039
N -2.0641 5.9473 -3.2177 0.007 -0.007 -0.001
C -2.1939 5.7292 -1.8330 -0.003 0.001 -0.012
S -2.7261 7.0273 -0.8785 -0.015 0.022 0.023
C -1.8341 4.4474 -1.3537 0.006 0.013 -0.011
C -1.2835 3.4326 -2.1936 -0.007 -0.032 -0.006
C -0.9623 2.2016 -1.6834 -0.022 0.008 0.012
N -1.1472 1.8497 -0.3960 0.204 0.069 -0.030
C -1.6715 2.7962 0.4174 -0.069 -0.038 -0.033
C -2.0109 4.0551 0.0035 -0.030 -0.013 0.032
H -2.5535 6.7879 -3.4868 0.010 -0.013 0.008
H -2.3268 5.1551 -3.7892 -0.006 -0.004 -0.010
H -1.0646 3.6167 -3.2370 -0.007 0.020 -0.002
H -0.5253 1.4365 -2.3157 0.003 0.002 0.007
H -1.8375 2.4868 1.4426 0.016 0.019 0.014
H -2.4354 4.7619 0.7025 0.006 0.001 0.000
O -0.6637 -2.0173 -3.8328 -0.002 -0.056 -0.026
C -0.3055 -1.4922 -2.8128 -0.032 0.030 -0.006
N 0.0720 -0.9695 -1.8199 0.048 0.063 0.101
```
Forces are in eV/Å.

As for the HOMO-LUMO gap (alpha / beta): 4.944 / 7.116 eV. For the HOMO energy (alpha / beta), the calculation gives -0.82 / -3.00 eV. As for the spin multiplicity: 2. For the largest force on an atom, the calculation gives 0.22 eV/A. The value obtained for the total energy is -109319.733 eV. The expectation value of S² is 0.7642. The energy above the lowest of the compared OMol25 structures with the same formula, charge and spin is 0.0000 eV. As for the total charge: -2.

DFT (the ωB97M-V functional and the def2-TZVPD basis) results for a 7-piece molecular cluster, C27H29Cl3N5 overall at a distorted geometry.

XYZ file:
```
64
Properties=species:S:1:pos:R:3:forces:R:3
Cl 0.9391 -0.0770 0.8894 -0.056 0.069 -0.001
Cl -1.2978 -4.4844 1.8364 0.101 0.023 -0.096
C -1.1277 -2.8384 2.4856 -0.600 0.398 0.467
C -0.0609 -2.7809 3.5558 0.894 -0.563 -0.509
Cl -0.1453 -1.2143 4.4000 0.074 -0.184 -0.069
H -2.0861 -2.5401 2.9107 -0.020 -0.232 0.015
H -0.9276 -2.1365 1.6761 0.206 -0.238 -0.030
H 0.9141 -2.9046 3.0843 0.129 0.539 -0.087
H -0.0452 -3.6189 4.2527 -0.780 0.267 0.244
N 5.4173 -0.6552 2.2017 -0.050 -0.138 -0.331
C 6.7676 -0.5938 2.1834 -1.273 0.321 -2.091
C 7.4537 -0.7987 0.9816 -0.712 0.168 0.112
C 6.6975 -1.0586 -0.1728 1.354 -0.058 -0.140
C 5.3330 -1.0861 -0.1691 -0.547 -0.168 0.803
C 4.7151 -0.9144 1.0611 1.144 1.076 1.367
H 7.2919 -0.1365 3.0095 -0.168 -0.493 0.517
H 8.5173 -0.6113 0.9796 0.114 -0.294 -0.320
H 7.1340 -1.2062 -1.1495 0.610 0.096 0.074
H 4.8073 -1.2075 -1.1047 -0.220 -0.021 0.172
H 3.6553 -0.7419 1.1768 -0.207 -0.479 -0.113
N -1.7514 0.1056 -2.6396 -0.612 -1.877 -0.720
C -1.7650 -1.0131 -1.8746 -0.465 -0.478 -0.903
C -2.4171 -2.2308 -2.2108 0.117 1.671 -1.656
C -3.1143 -2.2644 -3.4497 0.739 0.398 2.121
C -3.1316 -1.1103 -4.2446 0.239 -1.299 0.276
C -2.3855 -0.0137 -3.8452 0.083 0.401 1.529
H -1.1913 -1.0137 -0.9596 0.031 0.440 0.202
H -2.3248 -3.1106 -1.5911 -0.078 0.056 0.134
H -3.6310 -3.1958 -3.6279 -0.212 0.142 -0.696
H -3.6746 -1.1671 -5.1764 0.080 0.397 -0.153
H -2.3344 0.8741 -4.4580 -0.044 0.090 -0.150
N 1.2557 0.9413 -3.2917 0.637 -0.743 -1.212
C 0.9988 0.7474 -4.6287 0.992 -0.484 1.850
C 1.6467 -0.2343 -5.3583 -0.031 -0.504 0.619
C 2.5903 -1.0623 -4.7331 -0.294 0.248 -0.073
C 2.8808 -0.8833 -3.3800 -0.389 0.661 -0.843
C 2.1928 0.1348 -2.7261 -1.291 0.372 -0.670
H 0.2385 1.3279 -5.1300 -0.098 0.368 0.377
H 1.3042 -0.4415 -6.3613 0.278 0.075 -0.204
H 3.0242 -1.8449 -5.3378 0.260 -0.135 0.167
H 3.6148 -1.4494 -2.8257 -0.065 -0.263 -0.218
H 2.3118 0.2164 -1.6558 0.104 0.417 0.139
N -2.8791 1.3637 0.2757 -1.399 -0.707 -0.052
C -4.0799 1.6596 -0.3738 1.069 -1.878 2.764
C -5.2766 0.9437 -0.0918 1.270 -0.297 -0.297
C -5.2094 -0.1976 0.7138 1.683 0.756 0.949
C -3.9893 -0.4551 1.4101 0.106 0.131 -1.141
C -2.8293 0.3085 1.1788 -2.715 1.615 -2.101
H -4.1059 2.4958 -1.0568 0.348 0.046 -0.006
H -6.1964 1.2360 -0.5764 -0.067 -0.039 -0.078
H -6.0506 -0.8501 0.8957 -0.157 0.107 -0.089
H -3.8676 -1.3329 2.0273 -0.349 -0.079 0.198
H -1.9045 0.0638 1.6800 0.196 0.357 -0.071
N -0.5976 3.4794 2.0220 -0.732 1.638 2.241
C -1.4631 4.5420 2.2650 1.109 -1.397 1.905
C -1.9721 4.8108 3.5754 0.448 0.129 -1.547
C -1.4757 4.1625 4.6946 -0.204 0.388 -0.456
C -0.5054 3.2250 4.4870 1.085 -0.980 -1.145
C -0.1383 2.8815 3.1626 -1.615 0.436 -0.808
H -1.6448 5.2494 1.4694 -0.358 -0.392 -0.344
H -2.7139 5.5775 3.7431 -0.041 0.179 -0.332
H -1.8441 4.4608 5.6650 0.099 -0.187 0.167
H 0.0353 2.6976 5.2589 -0.255 0.011 0.312
H 0.4176 1.9714 2.9917 0.506 0.118 0.032
```
Forces are in eV/Å.

As for the HOMO-LUMO gap (alpha / beta): 9.731 / 5.022 eV. For the HOMO energy (alpha / beta), the calculation gives -9.07 / -9.07 eV. As for the spin multiplicity: 2. For the largest force on an atom, the calculation gives 3.79 eV/A. The value obtained for the total energy is -73482.815 eV. The expectation value of S² is 0.7523.